Entry 1:
The following is a DFT calculation (ωB97M-V/def2-TZVPD) of a 9-piece molecular cluster, C48H114O27S2 overall in a non-equilibrium geometry.

Calculated values
Maximum force ... 1.67 eV/A
E_LUMO ... 0.31 eV
Gap between HOMO and LUMO ... 9.266 eV
SMILES string ... CCOS(C)(=O)=O.CCOS(C)(=O)=O.COCCOCCOC.COCCOCCOC.COCCOCCOC.COCCOCCOC.COCCOCCOC.COCCOCCOC.COCCOCCOC
HOMO ... -8.955 eV

Geometry (Å):
O1 4.99 -4.72 1.13
S1 4.42 -3.92 0.10
O2 4.37 -2.50 0.18
O3 5.20 -4.32 -1.22
C1 5.59 -3.27 -2.13
C2 6.13 -3.87 -3.40
C3 2.82 -4.59 -0.25
H1 6.38 -2.65 -1.69
H2 4.75 -2.59 -2.32
H3 5.33 -4.33 -4.00
H4 6.86 -4.65 -3.20
H5 6.54 -3.05 -3.98
H6 2.12 -3.89 -0.69
H7 2.43 -4.94 0.71
H8 3.07 -5.49 -0.82
O4 -1.43 7.31 -1.32
S2 -0.87 6.09 -1.79
O5 0.53 5.90 -1.62
O6 -1.62 4.84 -1.16
C4 -3.02 5.07 -0.81
C5 -3.84 3.83 -1.10
C6 -1.26 5.82 -3.49
H9 -3.43 5.88 -1.41
H10 -3.11 5.35 0.24
H11 -3.42 2.98 -0.57
H12 -4.01 3.60 -2.15
H13 -4.83 4.03 -0.69
H14 -1.22 4.77 -3.76
H15 -0.64 6.51 -4.06
H16 -2.27 6.22 -3.68
C7 -2.48 -6.19 4.79
O7 -3.78 -5.90 4.34
C8 -3.86 -4.67 3.68
C9 -5.22 -4.62 3.01
O8 -5.32 -3.43 2.26
C10 -6.62 -2.99 2.00
C11 -7.45 -3.90 1.13
O9 -6.81 -4.08 -0.11
C12 -7.30 -5.19 -0.82
H17 -2.52 -7.16 5.28
H18 -2.20 -5.47 5.57
H19 -1.71 -6.25 4.01
H20 -3.06 -4.61 2.93
H21 -3.80 -3.82 4.37
H22 -5.96 -4.61 3.82
H23 -5.39 -5.51 2.39
H24 -6.46 -2.04 1.47
H25 -7.22 -2.78 2.89
H26 -8.40 -3.37 0.97
H27 -7.64 -4.86 1.63
H28 -7.05 -6.12 -0.29
H29 -6.98 -5.16 -1.86
H30 -8.40 -5.20 -0.90
C13 -8.14 3.79 2.43
O10 -7.17 4.42 1.60
C14 -5.98 4.75 2.27
C15 -5.08 3.55 2.43
O11 -3.96 3.96 3.17
C16 -3.08 2.94 3.60
C17 -3.65 2.06 4.70
O12 -3.65 2.62 6.00
C18 -4.58 3.67 6.20
H31 -7.99 2.71 2.39
H32 -9.14 4.09 2.12
H33 -8.02 4.06 3.49
H34 -6.17 5.21 3.26
H35 -5.47 5.51 1.67
H36 -4.78 3.20 1.43
H37 -5.61 2.71 2.90
H38 -2.12 3.39 3.86
H39 -2.82 2.27 2.77
H40 -3.01 1.18 4.78
H41 -4.66 1.71 4.45
H42 -4.45 4.45 5.46
H43 -4.30 4.13 7.15
H44 -5.60 3.28 6.20
C19 1.90 2.81 1.23
O13 1.45 3.67 2.26
C20 0.61 4.69 1.78
C21 0.01 5.40 2.97
O14 -1.02 6.24 2.47
C22 -1.60 7.07 3.44
C23 -1.68 8.49 2.94
O15 -0.43 9.18 2.92
C24 0.39 8.86 1.81
H45 1.09 2.60 0.53
H46 2.23 1.85 1.61
H47 2.66 3.31 0.63
H48 -0.19 4.32 1.13
H49 1.24 5.44 1.28
H50 0.79 6.01 3.44
H51 -0.40 4.73 3.73
H52 -1.04 7.05 4.38
H53 -2.61 6.72 3.69
H54 -2.25 9.09 3.65
H55 -2.13 8.56 1.95
H56 1.26 9.52 1.87
H57 -0.04 9.07 0.82
H58 0.71 7.82 1.83
C25 -1.84 -8.93 -8.33
O16 -0.66 -8.17 -8.22
C26 -0.72 -6.97 -8.92
C27 0.56 -6.22 -8.67
O17 0.63 -5.96 -7.28
C28 1.87 -6.20 -6.70
C29 1.82 -5.83 -5.24
O18 1.55 -4.45 -5.14
C30 2.08 -3.88 -3.97
H59 -2.71 -8.29 -8.51
H60 -1.98 -9.53 -7.44
H61 -1.79 -9.61 -9.20
H62 -1.54 -6.35 -8.53
H63 -0.92 -7.14 -9.99
H64 0.57 -5.24 -9.15
H65 1.38 -6.84 -9.05
H66 2.68 -5.62 -7.15
H67 2.15 -7.26 -6.79
H68 2.81 -6.02 -4.81
H69 1.05 -6.45 -4.75
H70 3.18 -3.77 -4.06
H71 1.94 -4.54 -3.11
H72 1.63 -2.91 -3.78
C31 5.90 1.04 -9.73
O19 7.13 0.96 -9.07
C32 6.99 0.53 -7.71
C33 8.32 0.86 -7.06
O20 8.48 0.34 -5.75
C34 7.71 1.01 -4.78
C35 6.70 0.04 -4.11
O21 7.09 -0.39 -2.84
C36 6.95 0.58 -1.82
H73 5.25 1.83 -9.32
H74 5.34 0.09 -9.64
H75 6.09 1.21 -10.79
H76 6.79 -0.54 -7.69
H77 6.19 1.17 -7.31
H78 8.53 1.94 -7.08
H79 9.09 0.37 -7.66
H80 7.11 1.80 -5.25
H81 8.36 1.48 -4.04
H82 6.69 -0.81 -4.79
H83 5.69 0.47 -4.11
H84 7.08 0.08 -0.87
H85 5.96 1.04 -1.89
H86 7.71 1.36 -1.88
C37 -0.22 0.75 4.53
O22 -0.96 -0.21 5.26
C38 -0.18 -0.85 6.26
C39 -0.04 -0.06 7.54
O23 0.94 0.95 7.51
C40 2.08 0.78 8.31
C41 3.17 -0.17 7.80
O24 2.62 -1.45 7.51
C42 3.33 -2.52 8.06
H87 0.70 0.40 4.07
H88 -0.06 1.64 5.15
H89 -0.90 1.04 3.72
H90 0.78 -1.21 5.88
H91 -0.69 -1.80 6.49
H92 0.04 -0.75 8.38
H93 -1.01 0.44 7.70
H94 1.81 0.57 9.35
H95 2.57 1.76 8.33
H96 3.80 -0.37 8.67
H97 3.69 0.27 6.95
H98 2.77 -3.44 7.92
H99 3.50 -2.36 9.14
H100 4.31 -2.58 7.58
C43 2.70 1.60 -2.18
O25 1.83 0.99 -1.24
C44 1.92 -0.42 -1.23
C45 0.73 -0.95 -0.43
O26 -0.55 -0.65 -0.91
C46 -1.07 0.67 -0.73
C47 -1.45 1.06 0.68
O27 -2.77 0.63 1.01
C48 -2.82 -0.65 1.65
H101 2.72 1.02 -3.11
H102 3.72 1.65 -1.79
H103 2.36 2.63 -2.32
H104 2.83 -0.68 -0.67
H105 1.93 -0.84 -2.24
H106 0.87 -0.76 0.64
H107 0.77 -2.04 -0.50
H108 -1.98 0.71 -1.34
H109 -0.43 1.40 -1.21
H110 -1.45 2.16 0.73
H111 -0.76 0.68 1.44
H112 -2.15 -0.73 2.51
H113 -2.47 -1.38 0.91
H114 -3.87 -0.84 1.86

---

Entry 2:
The following is a DFT calculation (ωB97M-V/def2-TZVPD) of a 13-piece molecular cluster, C29H77Cl15O32P8 overall in a non-equilibrium geometry.

Calculated values
Maximum force ... 2.08 eV/A
E_LUMO ... 0.08 eV
Gap between HOMO and LUMO ... 10.556 eV
HOMO ... -10.479 eV

Geometry (Å):
C1 -1.08 -2.20 2.54
O1 -0.42 -1.16 1.85
P1 -1.02 -0.43 0.57
O2 -2.36 0.15 0.76
O3 -0.88 -1.40 -0.69
C2 -1.82 -2.47 -0.95
O4 0.18 0.60 0.37
C3 0.01 1.71 -0.52
H1 -0.48 -3.11 2.52
H2 -2.03 -2.49 2.07
H3 -1.34 -1.95 3.57
H4 -2.08 -2.48 -2.01
H5 -2.71 -2.48 -0.32
H6 -1.20 -3.34 -0.69
H7 -1.03 2.06 -0.54
H8 0.41 1.42 -1.49
H9 0.57 2.57 -0.16
C4 1.32 -7.07 5.22
O5 1.69 -6.41 4.02
P2 2.38 -4.98 3.97
O6 3.40 -4.74 5.02
O7 1.16 -3.99 4.06
C5 1.36 -2.56 4.18
O8 2.83 -4.88 2.43
C6 3.94 -5.61 1.96
H10 2.02 -7.88 5.43
H11 0.30 -7.47 5.17
H12 1.33 -6.37 6.05
H13 2.33 -2.20 3.84
H14 1.12 -2.33 5.22
H15 0.56 -2.13 3.57
H16 4.08 -5.22 0.95
H17 3.86 -6.70 1.91
H18 4.89 -5.43 2.47
C7 2.05 3.31 -2.71
O9 2.72 4.58 -2.83
P3 3.34 5.02 -4.25
O10 2.77 4.39 -5.44
O11 4.91 4.74 -4.02
C8 5.80 5.74 -3.56
O12 3.18 6.62 -4.24
C9 3.37 7.29 -5.47
H19 2.08 2.79 -3.67
H20 0.99 3.50 -2.51
H21 2.38 2.74 -1.86
H22 5.32 6.61 -3.09
H23 6.37 6.16 -4.39
H24 6.44 5.33 -2.78
H25 3.69 6.69 -6.32
H26 4.01 8.17 -5.41
H27 2.38 7.68 -5.75
C10 -1.05 0.17 -3.86
O13 -1.19 1.58 -3.81
P4 -1.09 2.43 -5.15
O14 -0.03 2.04 -6.09
O15 -2.56 2.39 -5.79
C11 -3.11 1.22 -6.33
O16 -1.03 3.89 -4.53
C12 -0.52 4.98 -5.30
H28 -0.95 -0.18 -4.88
H29 -1.89 -0.33 -3.36
H30 -0.17 -0.19 -3.33
H31 -2.37 0.50 -6.68
H32 -3.66 1.42 -7.25
H33 -3.81 0.75 -5.64
H34 0.37 5.43 -4.86
H35 -1.31 5.73 -5.31
H36 -0.23 4.66 -6.30
C13 -0.59 -4.59 6.97
O17 -0.22 -3.24 6.65
P5 -0.56 -2.09 7.68
O18 -0.15 -0.74 7.23
O19 -2.11 -2.34 7.98
C14 -3.09 -1.85 7.09
O20 0.09 -2.50 9.07
C15 0.74 -1.58 9.94
H37 0.31 -5.19 7.07
H38 -1.11 -4.94 6.08
H39 -1.27 -4.73 7.81
H40 -2.64 -1.51 6.16
H41 -3.66 -1.02 7.53
H42 -3.85 -2.60 6.84
H43 1.00 -0.68 9.40
H44 1.63 -2.05 10.36
H45 0.12 -1.42 10.82
C16 -2.27 -2.15 -8.34
O21 -2.77 -2.14 -6.99
P6 -2.16 -3.19 -5.92
O22 -2.19 -4.60 -6.37
O23 -0.72 -2.59 -5.62
C17 0.23 -3.40 -4.91
O24 -2.96 -2.79 -4.62
C18 -4.34 -3.17 -4.45
H46 -1.84 -1.20 -8.63
H47 -3.12 -2.38 -8.98
H48 -1.58 -2.99 -8.48
H49 1.05 -3.63 -5.58
H50 -0.24 -4.30 -4.50
H51 0.62 -2.85 -4.05
H52 -4.43 -4.24 -4.64
H53 -4.97 -2.51 -5.05
H54 -4.58 -2.98 -3.41
C19 -2.42 3.33 1.93
O25 -2.72 3.67 0.59
P7 -2.48 5.14 0.03
O26 -2.50 6.25 0.99
O27 -1.09 4.95 -0.75
C20 -0.50 6.06 -1.44
O28 -3.58 5.20 -1.11
C21 -3.47 4.35 -2.25
H55 -2.26 4.17 2.61
H56 -1.55 2.68 2.04
H57 -3.25 2.77 2.36
H58 0.39 6.34 -0.89
H59 -1.16 6.93 -1.43
H60 -0.32 5.81 -2.48
H61 -2.82 3.49 -2.08
H62 -3.11 4.88 -3.14
H63 -4.50 4.07 -2.45
C22 4.09 0.86 2.31
O29 4.72 2.12 2.46
P8 4.65 3.17 1.24
O30 5.28 4.47 1.55
O31 5.30 2.36 0.04
C23 5.28 2.87 -1.31
O32 3.11 3.19 0.84
C24 2.13 4.01 1.49
H64 4.21 0.30 3.24
H65 4.57 0.22 1.57
H66 3.02 0.92 2.12
H67 6.27 3.19 -1.60
H68 4.58 3.70 -1.37
H69 4.97 2.04 -1.94
H70 1.64 4.65 0.75
H71 2.62 4.71 2.18
H72 1.44 3.34 2.00
C25 -4.75 -4.78 4.74
Cl1 -3.79 -3.46 4.10
Cl2 -4.32 -5.17 6.42
Cl3 -4.61 -6.20 3.71
H73 -5.79 -4.51 4.75
C26 -0.26 1.64 4.86
Cl4 -0.46 3.39 4.79
Cl5 0.77 1.27 3.51
Cl6 -1.79 0.77 4.73
H74 0.23 1.43 5.81
C27 -4.64 0.21 -1.43
Cl7 -5.62 1.22 -0.37
Cl8 -4.62 0.94 -3.05
Cl9 -5.34 -1.42 -1.47
H75 -3.61 0.09 -1.11
C28 2.62 -2.27 -0.79
Cl10 2.35 -0.71 -1.59
Cl11 4.13 -2.32 0.11
Cl12 2.54 -3.62 -1.94
H76 1.78 -2.38 -0.12
C29 -0.31 -6.64 1.34
Cl13 -1.21 -7.88 0.52
Cl14 -1.34 -6.08 2.71
Cl15 0.09 -5.35 0.22
H77 0.57 -7.12 1.73

---

E in Eh, matching the order above: -4724.6275, -13193.2812